C36H28AuFOP2S as an isolated structure, computed with ωB97M-V with the def2-TZVPD basis set.

The geometry in XYZ format:
```
70
C36H28AuFOP2S | the Open Molecules 2025 dataset | ωB97M-V with the def2-TZVPD basis set
Au 0.358 2.054 -0.823
O -2.385 -1.942 -0.968
S -1.155 -1.216 -1.329
C 0.013 -2.521 -1.857
C -0.562 -3.726 -2.211
C 0.236 -4.800 -2.593
C 1.618 -4.682 -2.594
C 2.207 -3.502 -2.168
C 1.416 -2.412 -1.785
P 2.291 -1.044 -1.081
C 2.248 0.499 -1.971
C 1.863 0.628 -3.292
C 1.884 1.892 -3.890
C 2.267 3.005 -3.167
C 2.660 2.888 -1.822
C 2.677 1.631 -1.214
C 3.922 -1.479 -0.606
C 5.015 -1.044 -1.360
C 6.290 -1.434 -0.989
C 6.469 -2.241 0.127
C 5.379 -2.671 0.878
C 4.099 -2.301 0.514
C -1.469 -0.419 -2.932
C -1.457 -1.126 -4.121
C -1.838 -0.515 -5.312
C -2.250 0.808 -5.303
C -2.273 1.521 -4.107
C -1.883 0.928 -2.914
P -1.848 1.962 -1.393
C -2.986 1.269 -0.198
C -2.710 1.382 1.162
C -3.619 0.901 2.089
C -4.797 0.304 1.661
C -5.074 0.185 0.307
C -4.170 0.664 -0.627
C -2.464 3.592 -1.866
C -1.590 4.508 -2.455
C -2.051 5.747 -2.863
C -3.386 6.083 -2.678
C -4.256 5.180 -2.084
C -3.799 3.934 -1.679
H -1.641 -3.814 -2.165
H -0.226 -5.735 -2.880
H 2.239 -5.516 -2.888
H 3.286 -3.444 -2.111
H 1.544 -0.239 -3.860
H 1.587 1.996 -4.926
H 2.285 3.976 -3.644
H 3.009 3.755 -1.277
H 3.103 1.506 -0.223
H 4.876 -0.410 -2.228
H 7.144 -1.105 -1.566
H 7.468 -2.538 0.416
H 5.531 -3.295 1.748
H 3.251 -2.640 1.097
H -1.162 -2.166 -4.138
H -1.826 -1.080 -6.234
H -2.564 1.290 -6.219
H -2.600 2.552 -4.118
H -1.790 1.849 1.497
H -3.405 0.989 3.146
H -5.500 -0.078 2.389
H -5.989 -0.289 -0.022
H -4.382 0.555 -1.683
H -0.544 4.251 -2.587
H -1.372 6.457 -3.317
H -3.747 7.054 -2.990
H -5.293 5.445 -1.931
H -4.483 3.239 -1.208
F 1.555 -0.667 0.243
```

Values from the calculation:
Gap between HOMO and LUMO, eV: 7.607
Charge: +2
Relative energy (zero: lowest compared OMol25 entry of this formula, charge and spin), kcal/mol: 0.0
E_HOMO, eV: -14.0

***

C36H28BClN13O6Pb as an isolated structure, computed with ωB97M-V with the def2-TZVPD basis set.

The geometry in XYZ format:
```
86
C36H28BClN13O6Pb | the Open Molecules 2025 dataset | ωB97M-V with the def2-TZVPD basis set
Pb 0.311 -1.626 0.316
O -2.214 1.750 -4.383
C -1.121 2.255 -3.800
C -0.273 2.952 -4.662
C 0.882 3.535 -4.202
C 1.252 3.454 -2.851
C 0.443 2.781 -1.987
C -0.761 2.163 -2.430
C -1.474 1.527 -1.375
O -1.300 1.380 -0.217
N -2.929 0.879 -1.891
N -3.638 0.674 -0.986
C -4.314 0.445 0.050
C -4.255 -0.849 0.745
C -5.270 -1.160 1.636
C -5.230 -2.403 2.254
C -4.182 -3.251 1.956
C -3.206 -2.830 1.055
N -3.228 -1.650 0.450
H -2.730 1.192 -3.791
H -0.562 3.014 -5.702
H 1.517 4.066 -4.899
H 2.169 3.907 -2.505
H 0.700 2.699 -0.940
H -5.000 1.229 0.353
H -6.072 -0.460 1.828
H -6.007 -2.698 2.946
H -4.110 -4.232 2.406
H -2.375 -3.482 0.812
C -0.586 -1.048 -4.188
C -0.975 -1.350 -2.884
N 0.041 -1.154 -2.042
N 1.091 -0.739 -2.775
C 0.734 -0.659 -4.070
B 2.531 -0.571 -2.187
N 2.505 0.465 -1.024
C 3.330 1.484 -0.743
C 3.013 1.981 0.510
C 1.966 1.178 0.949
N 1.666 0.266 0.025
N 2.994 -1.916 -1.568
C 4.209 -2.492 -1.597
C 4.210 -3.581 -0.751
C 2.933 -3.594 -0.204
N 2.205 -2.593 -0.698
N 3.446 -0.167 -3.314
C 3.947 -0.962 -4.303
C 4.411 -0.152 -5.303
C 4.134 1.152 -4.848
N 3.542 1.143 -3.669
H -1.170 -1.109 -5.089
H -1.918 -1.723 -2.514
H 1.438 -0.343 -4.822
H 4.065 1.797 -1.463
H 3.483 2.799 1.025
H 1.420 1.200 1.879
H 5.000 -2.090 -2.206
H 5.021 -4.260 -0.557
H 2.514 -4.264 0.529
H 3.921 -2.036 -4.234
H 4.890 -0.451 -6.219
H 4.354 2.091 -5.331
O 2.706 -1.546 6.659
C 1.655 -0.928 6.704
O 1.244 -0.479 7.862
C 0.795 -0.622 5.553
C -0.387 0.097 5.577
Cl -1.145 0.854 6.882
N -0.851 0.150 4.312
N -0.032 -0.491 3.458
C 0.963 -0.964 4.188
C 2.025 -1.748 3.476
O 3.033 -2.205 4.152
O 1.918 -1.966 2.282
C -2.020 0.836 3.845
C -3.255 0.528 4.396
C -4.366 1.255 4.000
C -4.236 2.265 3.053
C -2.997 2.536 2.486
C -1.877 1.822 2.884
H 2.998 -1.990 5.131
H -3.339 -0.253 5.140
H -5.329 1.049 4.448
H -5.099 2.859 2.779
H -2.891 3.334 1.762
H -0.902 2.041 2.470
```

Values from the calculation:
Spin multiplicity: 2
Gap between HOMO and LUMO (spin up / spin down), eV: 6.531 / 5.850
Charge: +2
Relative energy (zero: lowest compared OMol25 entry of this formula, charge and spin), kcal/mol: 0.3
E_HOMO (spin up / spin down), eV: -13.5 / -13.5

***

C36H28CrF4N8O2 as an isolated structure in a non-equilibrium geometry, computed with ωB97M-V with the def2-TZVPD basis set.

The geometry in XYZ format:
```
79
C36H28CrF4N8O2 | the Open Molecules 2025 dataset | ωB97M-V with the def2-TZVPD basis set
Cr -0.525 0.093 -0.526
C -3.480 1.385 5.812
C -2.621 1.005 4.635
C -1.352 0.480 4.786
C -0.542 0.101 3.696
C 0.728 -0.460 4.050
N 1.433 -1.362 3.442
C 1.031 -2.244 2.341
C 1.257 -3.695 2.766
C 0.805 -4.695 1.708
N -0.668 -4.627 1.582
C -1.330 -4.200 0.571
C -0.752 -3.934 -0.748
C -0.297 -4.980 -1.549
C 0.088 -4.770 -2.870
C 0.543 -5.906 -3.747
C -0.026 -3.475 -3.354
C -0.437 -2.401 -2.556
C -0.671 -1.109 -3.168
N -0.841 -0.017 -2.518
C -1.370 1.157 -3.232
C -2.769 1.446 -2.707
C -2.777 2.062 -1.321
N -2.193 1.219 -0.232
C -2.726 1.393 0.927
C -2.246 0.931 2.208
C -3.036 1.222 3.326
C -0.963 0.367 2.367
O -0.150 0.176 1.367
C -0.791 -2.617 -1.216
O -1.154 -1.662 -0.361
H -3.286 0.742 6.669
H -4.538 1.306 5.568
H -3.285 2.414 6.116
H -0.967 0.326 5.790
H 1.169 -0.120 4.983
H 2.327 -1.578 3.869
H 1.606 -1.990 1.450
H -0.013 -2.041 2.121
H 0.726 -3.887 3.704
H 2.314 -3.886 2.965
H 1.079 -5.710 1.988
H 1.222 -4.480 0.727
H -1.197 -4.856 2.421
H -2.398 -4.065 0.733
H -0.282 -5.989 -1.150
H 0.842 -6.769 -3.154
H 1.391 -5.611 -4.364
H -0.259 -6.224 -4.414
H 0.214 -3.280 -4.395
H -0.764 -1.084 -4.255
H -1.383 0.957 -4.304
H -0.712 2.012 -3.057
H -3.364 0.530 -2.732
H -3.258 2.159 -3.372
H -3.797 2.326 -1.040
H -2.199 2.990 -1.340
H -3.632 1.999 0.967
H -4.011 1.670 3.159
F 5.311 3.259 -1.741
C 4.059 3.656 -1.632
C 3.761 4.951 -1.849
F 4.731 5.770 -2.157
C 2.405 5.473 -1.773
C 1.403 4.476 -1.424
C 1.717 3.191 -1.214
F 0.689 2.379 -0.833
C 3.061 2.665 -1.318
C 3.391 1.343 -1.145
C 2.344 0.400 -0.961
N 1.432 -0.287 -0.821
C 4.703 0.774 -1.140
N 5.704 0.215 -1.064
F 0.148 4.839 -1.289
C 2.100 6.779 -1.999
C 3.077 7.773 -2.327
N 3.806 8.617 -2.603
C 0.756 7.285 -1.936
N -0.315 7.696 -1.906
```

Values from the calculation:
Spin multiplicity: 4
Gap between HOMO and LUMO (spin up / spin down), eV: 6.134 / 6.242
Charge: +3
E_HOMO (spin up / spin down), eV: -16.1 / -16.2

***

C36H28F6NaOP3S as an isolated structure in a non-equilibrium geometry, computed with ωB97M-V with the def2-TZVPD basis set.

The geometry in XYZ format:
```
76
C36H28F6NaOP3S | the Open Molecules 2025 dataset | ωB97M-V with the def2-TZVPD basis set
Na 0.270 -1.352 -0.833
O 0.229 0.844 -0.068
S -0.312 1.351 1.311
C -1.560 2.554 0.913
C -1.274 3.926 0.882
C -2.302 4.819 0.653
C -3.601 4.360 0.458
C -3.865 2.997 0.417
C -2.855 2.057 0.619
P -3.056 0.266 0.268
C -2.900 0.195 -1.554
C -2.894 -1.094 -2.112
C -2.715 -1.275 -3.483
C -2.519 -0.172 -4.311
C -2.512 1.106 -3.766
C -2.703 1.290 -2.395
C -4.822 0.023 0.632
C -5.223 0.149 1.964
C -6.541 -0.108 2.331
C -7.464 -0.512 1.371
C -7.071 -0.641 0.048
C -5.751 -0.377 -0.321
C 1.027 2.421 1.788
C 0.885 3.306 2.850
C 1.977 4.060 3.250
C 3.207 3.910 2.611
C 3.353 2.995 1.577
C 2.251 2.246 1.136
P 2.467 0.993 -0.157
C 4.168 0.457 -0.080
C 5.109 0.878 -1.026
C 6.429 0.483 -0.882
C 6.804 -0.348 0.172
C 5.865 -0.791 1.100
C 4.542 -0.398 0.975
C 2.198 1.655 -1.791
C 2.255 0.772 -2.882
C 2.085 1.257 -4.176
C 1.863 2.617 -4.377
C 1.804 3.490 -3.294
C 1.963 3.012 -2.001
H -0.264 4.295 1.038
H -2.090 5.885 0.630
H -4.409 5.075 0.303
H -4.870 2.643 0.206
H -3.043 -1.963 -1.471
H -2.731 -2.280 -3.900
H -2.377 -0.310 -5.380
H -2.359 1.971 -4.409
H -2.698 2.297 -1.996
H -4.499 0.444 2.723
H -6.844 -0.008 3.372
H -8.489 -0.735 1.658
H -7.792 -0.951 -0.706
H -5.455 -0.479 -1.359
H -0.070 3.403 3.366
H 1.872 4.765 4.073
H 4.064 4.497 2.933
H 4.322 2.858 1.112
H 4.820 1.520 -1.847
H 7.170 0.821 -1.599
H 7.839 -0.663 0.264
H 6.162 -1.449 1.911
H 3.803 -0.753 1.688
H 2.457 -0.285 -2.730
H 2.136 0.578 -5.024
H 1.737 3.001 -5.386
H 1.635 4.551 -3.460
H 1.912 3.692 -1.161
F 0.188 -2.124 0.981
P 0.222 -3.771 0.608
F 0.457 -3.287 -0.995
F 0.256 -5.268 0.152
F -0.005 -4.114 2.123
F 1.800 -3.711 0.784
F -1.343 -3.668 0.336
```

Values from the calculation:
Spin multiplicity: 2
Gap between HOMO and LUMO (spin up / spin down), eV: 7.691 / 5.298
Charge: +1
Relative energy (zero: lowest compared OMol25 entry of this formula, charge and spin), kcal/mol: 14.7
E_HOMO (spin up / spin down), eV: -10.7 / -10.7

***

C36H28I2N6NaO2S2Sb as an isolated structure in a non-equilibrium geometry, computed with ωB97M-V with the def2-TZVPD basis set.

The geometry in XYZ format:
```
78
C36H28I2N6NaO2S2Sb | the Open Molecules 2025 dataset | ωB97M-V with the def2-TZVPD basis set
Na -0.151 0.512 -0.435
C -2.601 3.334 -0.771
C -2.990 3.118 0.663
C -4.009 3.901 1.218
C -4.352 3.739 2.543
C -3.655 2.802 3.292
C -2.651 2.062 2.676
N -2.332 2.209 1.386
Sb -1.546 0.792 4.020
C 0.421 1.193 3.256
C 1.555 0.603 3.799
C 2.783 0.965 3.275
C 2.837 1.907 2.262
C 1.655 2.479 1.801
C 1.634 3.541 0.739
N 0.471 2.113 2.304
C -1.913 -1.171 3.229
C -1.382 -2.251 3.924
C -1.654 -3.526 3.463
C -2.464 -3.671 2.350
C -2.988 -2.537 1.735
C -3.859 -2.657 0.518
N -2.722 -1.307 2.180
H -3.446 3.112 -1.426
H -2.318 4.378 -0.927
H -1.767 2.701 -1.060
H -4.511 4.634 0.597
H -5.129 4.345 2.995
H -3.871 2.648 4.343
H 1.470 -0.135 4.586
H 3.690 0.491 3.632
H 3.785 2.196 1.826
H 2.642 3.883 0.500
H 1.168 3.154 -0.170
H 1.031 4.384 1.077
H -0.751 -2.087 4.790
H -1.236 -4.395 3.957
H -2.694 -4.652 1.954
H -4.471 -3.560 0.557
H -4.497 -1.781 0.421
H -3.216 -2.715 -0.364
I -0.926 4.331 -3.937
C 0.772 3.110 -3.780
C 1.804 3.240 -4.712
C 2.904 2.426 -4.642
I 4.403 2.679 -6.108
C 3.036 1.456 -3.618
C 4.109 0.547 -3.474
C 4.140 -0.313 -2.412
C 3.111 -0.257 -1.455
N 2.088 0.552 -1.575
C 2.012 1.379 -2.641
C 0.790 2.186 -2.717
O -0.131 2.049 -1.866
H 1.729 3.985 -5.492
H 4.893 0.534 -4.220
H 4.943 -1.030 -2.299
H 3.117 -0.894 -0.576
S 0.979 -1.484 1.311
C 1.451 -2.773 0.260
C 2.500 -3.618 0.654
C 3.006 -4.633 -0.152
C 4.082 -5.447 0.323
N 4.948 -6.090 0.730
C 2.439 -4.833 -1.423
C 1.376 -4.030 -1.820
C 0.842 -3.008 -1.019
S -0.506 -2.102 -1.606
C 2.939 -5.839 -2.310
N 3.335 -6.640 -3.039
H 2.937 -3.457 1.631
H 0.929 -4.196 -2.792
C -3.423 -0.450 -2.344
O -3.443 0.066 -1.020
H -3.677 0.369 -3.019
H -4.164 -1.250 -2.468
H -2.446 -0.841 -2.622
H -2.864 -0.473 -0.466
```

Values from the calculation:
Gap between HOMO and LUMO, eV: 4.782
Charge: -2
Relative energy (zero: lowest compared OMol25 entry of this formula, charge and spin), kcal/mol: 19.8
E_HOMO, eV: -1.4

***

C36H29B2IN9O2Y as an isolated structure in a non-equilibrium geometry, computed with ωB97M-V with the def2-TZVPD basis set.

The geometry in XYZ format:
```
80
C36H29B2IN9O2Y | the Open Molecules 2025 dataset | ωB97M-V with the def2-TZVPD basis set
Y -0.203 -0.339 1.064
N 2.719 2.953 2.649
C 2.238 1.720 2.378
N 1.295 1.468 1.507
C 0.977 2.464 0.609
N 0.425 2.186 -0.528
N 0.424 0.850 -0.821
C 0.244 0.555 -2.133
C 0.951 -0.504 -2.820
C 2.259 -0.856 -2.480
C 2.801 -2.068 -2.925
C 2.057 -2.877 -3.839
C 0.775 -2.530 -4.161
N 0.265 -1.271 -3.794
C 1.349 3.839 0.896
C 1.119 4.965 -0.004
C 1.583 6.236 0.271
C 2.355 6.395 1.387
C 2.720 5.374 2.231
C 2.209 4.083 1.952
H 3.705 3.045 3.006
H 2.576 0.938 3.060
H -0.695 0.857 -2.554
H 2.667 -0.414 -1.597
H 3.690 -2.516 -2.538
H 2.501 -3.818 -4.235
H 0.065 -3.116 -4.731
H 0.613 4.731 -0.936
H 1.379 6.997 -0.489
H 2.704 7.398 1.724
H 3.328 5.586 3.128
I -1.157 -3.510 0.818
C 0.513 -4.065 2.002
C 0.493 -5.315 2.583
C 1.683 -5.922 3.022
C 2.830 -5.222 3.046
C 2.880 -3.813 2.603
C 4.039 -3.065 2.716
C 4.102 -1.836 2.068
C 3.056 -1.399 1.291
C 1.758 -2.010 1.408
C 1.691 -3.234 2.042
H -0.457 -5.792 2.720
H 1.662 -6.925 3.330
H 3.767 -5.606 3.444
H 4.864 -3.463 3.318
H 5.046 -1.257 2.050
H 3.301 -0.535 0.639
B -2.403 2.055 2.672
N -1.667 1.097 3.584
C -1.452 1.327 4.895
C -0.783 0.240 5.486
C -0.555 -0.636 4.398
N -1.042 -0.115 3.219
N -2.405 1.508 1.196
C -3.033 2.206 0.223
C -3.597 1.361 -0.766
C -3.404 0.071 -0.237
N -2.588 0.089 0.879
H -3.528 2.249 3.049
H -1.739 3.073 2.471
H -1.881 2.180 5.387
H -0.580 0.057 6.549
H -0.237 -1.671 4.413
H -3.171 3.276 0.311
H -4.059 1.717 -1.704
H -3.825 -0.853 -0.562
O -1.692 0.330 -4.327
B -0.991 -0.931 -4.433
O -1.677 -1.909 -5.158
C -2.925 -1.344 -5.408
C -4.000 -1.987 -6.005
C -5.169 -1.185 -6.087
C -5.263 0.064 -5.524
C -4.132 0.721 -4.937
C -2.963 -0.008 -4.904
H -4.023 -2.995 -6.423
H -6.007 -1.619 -6.674
H -6.221 0.556 -5.481
H -4.152 1.715 -4.482
```

Values from the calculation:
Gap between HOMO and LUMO (spin up / spin down), eV: 5.701 / 5.703
Charge: 0
Relative energy (zero: lowest compared OMol25 entry of this formula, charge and spin), kcal/mol: 0.0
E_HOMO (spin up / spin down), eV: -5.5 / -5.5

***

Question: Among the records above, which one has the highest charge?
Answer: C36H28CrF4N8O2